# 1
The molecule C2H7N3OS in a non-equilibrium geometry, computed with ωB97M-V/def2-TZVPD.

Structure (XYZ):
```
14
Properties=species:S:1:pos:R:3:forces:R:3:nbo_charge:R:1
C -0.2872 1.8374 0.2225 -0.6 -0.5 -0.3 -0.41
C 0.2555 -0.5509 0.1380 -0.5 -1.0 0.6 0.52
H 0.1897 2.7432 -0.1472 0.0 -0.1 0.0 0.21
H -1.3776 1.9284 0.0469 0.6 -0.2 -0.1 0.21
H -0.1598 1.7569 1.3026 0.2 0.1 0.0 0.20
H 1.2369 0.8330 -0.8314 -0.4 -0.1 0.1 0.41
H -0.9397 -1.7240 1.2885 0.2 -0.8 0.4 0.40
H -2.1530 -1.8474 -1.1363 0.2 0.0 0.0 0.09
H 2.7107 -1.5305 -0.9142 -0.3 0.2 0.7 0.47
N 0.2934 0.6616 -0.4853 0.6 0.7 0.3 -0.63
N -0.9805 -0.9025 0.7363 -0.5 1.2 -1.4 -0.75
N 1.1855 -1.4420 0.2612 -0.7 0.3 -0.4 -0.26
O 2.4184 -0.9268 -0.2017 0.6 0.1 -0.7 -0.62
S -2.3923 -0.8363 -0.2799 0.5 0.0 0.7 0.17
```
Forces are in eV/Å.

Output
DFT total energy   -718.02697 Eh
Maximum force   1.9 eV/Å
SMILES string   CN/C(=N\O)NS
Energy relative to the best compared isomer or geometry (same formula, charge and spin)   1.332 eV
LUMO level   0.8 eV
Highest occupied orbital energy   -8.9 eV
Spin multiplicity   1


# 2
A structure of composition C15H20BiClO in a non-equilibrium geometry, computed with ωB97M-V/def2-TZVPD.

Structure (XYZ):
```
38
Properties=species:S:1:pos:R:3:forces:R:3:nbo_charge:R:1
Bi 0.2638 -1.3119 1.2337 -2.1 1.1 -0.8 1.26
C 2.0771 0.3527 2.7889 1.2 0.1 -0.7 -0.27
C 2.4360 -0.6121 1.7446 0.1 1.3 -0.1 -0.59
C 2.4110 0.1303 0.4694 0.9 0.6 1.0 -0.36
H 2.7711 -1.6396 1.8716 0.2 0.3 0.1 0.26
C 2.1383 1.4799 0.7803 0.0 -0.9 -0.2 -0.29
C 1.9424 1.6205 2.1828 0.0 -0.9 0.4 -0.30
H 1.6326 2.5441 2.6870 0.1 -0.5 -0.2 0.20
H 2.0504 0.1060 3.8636 -0.3 0.2 -0.8 0.22
H 2.7177 -0.2770 -0.5004 -0.3 0.1 0.4 0.22
H 2.0634 2.2859 0.0515 -0.1 -0.2 0.2 0.20
C -2.4592 0.2913 2.2004 -0.2 0.7 -0.7 -0.37
C -1.8433 1.5193 2.6209 0.1 -0.5 -0.3 -0.35
C -1.5343 2.2924 1.4598 -0.7 -0.7 0.1 -0.36
H -1.5775 1.7852 3.6674 -0.2 -0.3 -0.9 0.18
C -2.0213 1.5790 0.3226 0.1 0.0 0.2 -0.37
C -2.6008 0.3498 0.7540 0.4 0.3 0.9 -0.39
H -3.0382 -0.4242 0.1021 0.2 0.4 0.4 0.19
H -2.8076 -0.5336 2.8514 0.3 0.6 -0.5 0.20
H -1.0331 3.2660 1.4402 -0.2 -0.4 0.0 0.18
H -1.9566 1.9302 -0.7213 0.0 -0.2 0.6 0.17
O 1.1186 -3.6468 0.5919 -0.2 0.1 -1.1 -0.89
C -0.4451 -0.1275 -2.5210 1.0 -3.0 0.8 -0.05
C 0.1377 -1.3341 -2.3135 0.8 -1.1 -2.2 -0.41
C 0.3633 1.0662 -2.6238 1.3 0.4 -0.9 -0.63
C -1.8490 -0.0968 -2.9248 -0.7 -0.3 -0.7 -0.63
C 0.9350 -3.2696 -0.6797 1.3 -2.4 0.9 -0.13
H 1.2951 -1.4609 -2.4041 -2.3 0.4 0.6 0.19
H -0.4411 -2.3145 -2.5877 1.0 2.0 1.0 0.19
H 0.1912 -3.9194 -1.3043 0.8 1.1 0.7 0.08
H 1.9476 -3.1380 -1.2276 -1.3 0.2 0.1 0.08
H 0.2590 1.3904 -3.6646 0.2 0.4 -0.2 0.18
H 1.4294 0.7853 -2.4733 -0.7 0.6 0.2 0.21
H 0.0088 1.8774 -2.0182 0.1 0.5 0.6 0.23
H -1.8406 -0.2240 -4.0125 -0.2 0.1 -0.3 0.18
H -2.3271 0.8531 -2.7409 -0.5 0.1 0.4 0.21
H -2.3754 -0.9767 -2.5425 -0.2 0.5 0.2 0.22
Cl -0.0398 -2.1981 3.5762 0.0 -0.6 0.8 -0.69
```
Forces are in eV/Å.

Output
DFT total energy   -1333.38039 Eh
Maximum force   3.2 eV/Å
Energy relative to the best compared isomer or geometry (same formula, charge and spin)   0.632 eV
LUMO level (spin up / spin down)   5.3 / 5.3 eV
Highest occupied orbital energy (spin up / spin down)   0.4 / 1.7 eV
Spin multiplicity   1
Total charge   -2


# 3
A structure of composition C17H30Br2N2NiO8 in a non-equilibrium geometry, computed with ωB97M-V/def2-TZVPD.

Structure (XYZ):
```
60
Properties=species:S:1:pos:R:3:forces:R:3:lowdin_spin:R:1
Ni -2.2606 0.1920 2.2278 1.1 -2.1 -1.6 1.73
C 3.1274 -0.4827 -0.8886 -0.3 0.7 -0.1 0.00
C 1.6875 -0.0895 -1.1488 0.0 0.0 -0.5 0.00
N 1.4107 1.4045 -1.3490 -1.8 1.7 1.3 0.00
C 2.0202 2.1937 -0.1447 -0.1 -0.9 -0.3 0.00
C 1.9649 2.0216 -2.6360 0.3 0.2 -0.8 0.00
C 1.5183 3.4817 -2.9491 -0.9 -0.4 1.0 0.00
C -0.2057 1.5991 -1.3323 -0.2 -0.4 -0.3 0.00
C -1.0445 0.6949 -2.2765 0.6 -0.4 1.0 0.00
O -0.6802 1.0315 -3.5755 0.0 0.7 -1.1 0.00
C -1.4142 0.4517 -4.6462 -0.4 -0.8 0.0 0.00
H 3.0352 -1.5546 -0.7140 0.7 0.0 0.1 0.00
H 3.5280 0.0548 -0.0291 0.0 -0.5 0.2 0.00
H 3.7976 -0.2551 -1.7175 -0.1 -0.3 -0.1 0.00
H 1.0613 -0.4787 -0.3461 -0.2 0.7 0.3 0.00
H 1.3213 -0.6619 -2.0011 0.0 0.6 -0.4 0.00
H 1.8016 1.6630 0.7819 -0.1 -0.2 -0.2 0.00
H 1.6877 3.2208 0.0062 -0.5 -0.2 -0.7 0.00
H 3.0993 2.2309 -0.2934 -0.1 -0.1 -0.1 0.00
H 1.5835 1.3662 -3.4190 0.3 0.1 0.0 0.00
H 3.0539 2.0001 -2.5958 0.0 -0.4 0.2 0.00
H 1.6008 4.1146 -2.0655 -0.3 -0.1 0.3 0.00
H 0.4817 3.4049 -3.2773 0.0 0.4 0.1 0.00
H 2.0101 4.1224 -3.6811 0.7 -1.0 -0.4 0.00
H -0.4557 2.6196 -1.6225 0.7 0.0 -0.2 0.00
H -0.5998 1.5357 -0.3180 0.7 -0.7 0.2 0.00
H -2.0874 0.7935 -1.9754 -0.4 1.1 -0.3 0.00
H -1.0278 -0.3835 -2.1187 1.0 -0.4 0.2 0.00
H -1.0167 0.7240 -5.6239 0.3 0.5 0.4 0.00
H -2.4745 0.7043 -4.6380 0.0 0.2 0.3 0.00
H -1.3594 -0.6365 -4.6157 0.0 -0.2 0.2 0.00
C -3.8795 -3.2402 0.6348 0.2 1.9 1.9 0.00
C -4.4411 -3.4308 -0.6384 0.2 -6.2 -1.0 0.00
C -4.5661 -2.2489 -1.5803 -2.3 -3.3 -5.1 0.00
O -5.0054 -2.3213 -2.7720 0.0 -1.3 2.0 0.00
C -4.0614 -1.0674 -1.2735 4.2 5.3 6.0 0.01
C -3.4187 -0.8377 0.0236 -3.7 -4.0 -2.1 0.01
C -3.4685 -1.9914 1.1405 -2.3 -2.0 -8.5 0.01
O -2.9249 -1.7609 2.1766 2.9 2.8 6.4 0.07
O -2.9239 0.2382 0.3864 1.4 3.0 1.4 0.08
O -4.6063 -4.7225 -0.9674 0.0 5.9 0.4 0.00
H -3.7793 -4.1123 1.2640 0.0 -0.1 0.0 0.00
H -4.1016 -0.1788 -1.8860 -0.2 -0.3 -0.5 0.00
O -0.3973 0.1396 1.7020 0.2 0.7 0.1 0.07
H 0.5487 0.0784 1.9387 -1.4 0.1 0.4 0.01
C 1.2654 1.2705 4.5653 -0.5 0.2 0.3 0.00
N 2.3900 0.9994 5.5115 1.7 -1.7 -0.6 0.00
O 2.4447 1.4906 6.6122 -0.6 0.5 -0.4 0.00
O 3.2106 0.1622 5.1037 -0.9 1.0 0.2 0.00
H 1.1818 2.3277 4.3136 0.3 0.0 0.3 0.00
H 0.3781 0.9709 5.1230 -0.1 0.0 -0.2 0.00
H 1.3928 0.6710 3.6639 0.1 0.1 0.5 0.00
Br 3.2412 -3.3071 2.7130 -0.7 0.5 -0.8 0.00
C 1.4884 -2.4638 2.2653 1.0 -0.4 -1.2 0.00
C 0.7814 -2.2182 3.4932 -1.5 0.9 2.8 0.00
Br 0.4483 -3.7792 4.6175 -0.2 0.1 -0.3 0.00
H 0.8968 -3.0355 1.5502 0.4 -0.5 0.2 0.00
H 1.6336 -1.4937 1.7898 0.6 -0.1 -0.1 0.00
H -0.1678 -1.7035 3.3445 -0.3 -0.6 -0.5 0.00
H 1.2750 -1.5181 4.1673 0.6 -0.3 -0.1 0.00
```
Forces are in eV/Å.

Output
DFT total energy   -8033.19236 Eh
Maximum force   9.0 eV/Å
LUMO level (spin up / spin down)   -1.5 / -1.5 eV
Highest occupied orbital energy (spin up / spin down)   -6.9 / -6.9 eV
Spin multiplicity   3


# 4
The molecule C21H21NO5, computed with ωB97M-V/def2-TZVPD.

Structure (XYZ):
```
48
Properties=species:S:1:pos:R:3:forces:R:3:nbo_charge:R:1
C 4.2337 0.4654 -0.8297 0.1 0.1 -0.1 -0.25
H 5.0678 -0.2123 -1.0043 0.0 0.1 0.0 0.20
H 4.5947 1.3548 -0.3020 0.0 0.0 0.0 0.18
H 3.8049 0.7645 -1.7915 0.0 0.0 0.0 0.17
O 3.3155 -0.2596 -0.0519 -0.4 0.0 0.3 -0.49
C 2.1808 0.3712 0.3613 0.1 0.0 0.1 0.25
C 1.8052 1.6548 0.0141 0.3 -0.2 -0.1 -0.28
C 0.6342 2.2102 0.5149 -0.2 0.0 0.2 -0.22
C -0.1715 1.4956 1.3770 0.1 0.3 -0.1 -0.04
C 0.1909 0.1903 1.7149 0.2 -0.2 0.0 -0.33
C 1.3458 -0.3839 1.2184 0.2 -0.1 0.0 0.35
O 1.7812 -1.6412 1.4919 0.1 0.4 -0.2 -0.50
C 1.0197 -2.4509 2.3571 -0.2 -0.1 0.2 -0.26
H 0.0312 -2.6737 1.9458 0.0 0.0 0.0 0.19
H 0.9113 -1.9920 3.3455 0.0 0.0 0.0 0.17
H 1.5814 -3.3784 2.4524 -0.1 0.0 0.0 0.20
H -0.4438 -0.3700 2.3843 -0.1 -0.1 0.1 0.22
C -1.4136 2.0996 1.9717 -0.2 -0.2 -0.1 -0.42
H -1.4274 3.1735 1.7811 0.0 0.0 0.1 0.21
H -1.4025 1.9487 3.0537 0.0 0.1 0.0 0.22
C -2.7037 1.4630 1.4266 0.3 0.0 0.4 -0.21
N -3.0237 1.8872 0.0810 -0.1 0.1 0.1 -0.42
C -2.6152 1.2976 -1.0608 0.1 0.0 -0.1 0.63
O -2.8789 1.7299 -2.1669 0.2 -0.1 -0.2 -0.60
C -1.8030 0.0261 -0.9520 -0.4 -0.6 0.0 0.33
C -2.2492 -1.1245 -0.4082 0.1 0.3 -0.2 -0.39
C -1.4185 -2.3192 -0.3700 0.0 0.1 0.0 0.50
O -1.7231 -3.3266 0.2509 0.0 0.0 -0.1 -0.59
C -0.1653 -2.1768 -1.1261 0.1 0.2 -0.1 -0.16
C 0.7231 -3.2465 -1.2619 0.0 0.1 -0.1 -0.15
C 1.8826 -3.1040 -1.9866 0.0 -0.2 0.1 -0.23
C 2.1731 -1.8897 -2.6031 -0.2 0.1 0.0 -0.17
C 1.3173 -0.8189 -2.4769 -0.2 0.1 0.0 -0.25
C 0.1515 -0.9534 -1.7238 0.3 -0.8 0.0 0.31
O -0.6359 0.1436 -1.5947 0.0 0.2 -0.1 -0.42
H 1.5180 0.1324 -2.9443 0.1 0.1 0.0 0.23
H 3.0781 -1.7855 -3.1825 0.1 0.0 -0.1 0.22
H 2.5687 -3.9313 -2.0819 0.1 -0.1 0.0 0.22
H 0.4643 -4.1776 -0.7810 0.0 -0.1 0.0 0.24
H -3.2269 -1.1818 0.0438 -0.1 0.1 0.1 0.24
C -3.7818 3.1165 -0.0236 -0.1 0.1 -0.2 -0.42
H -3.8853 3.3636 -1.0780 0.0 0.1 0.1 0.25
H -4.7726 2.9854 0.4160 0.0 0.0 0.0 0.20
H -3.2681 3.9299 0.4903 0.0 0.0 0.0 0.19
H -2.6044 0.3798 1.4647 -0.1 0.1 0.1 0.22
H -3.5453 1.7535 2.0622 0.0 -0.1 -0.1 0.21
H 0.3659 3.2162 0.2291 0.0 0.1 0.0 0.21
H 2.4190 2.2446 -0.6472 0.1 0.0 -0.1 0.22
```
Forces are in eV/Å.

Output
DFT total energy   -1243.77732 Eh
Maximum force   0.8 eV/Å
SMILES string   COc1ccc(CCN(C)C(=O)c2cc(=O)c3ccccc3o2)cc1OC
Energy relative to the best compared isomer or geometry (same formula, charge and spin)   1.738 eV
LUMO level   0.1 eV
Highest occupied orbital energy   -8.0 eV
Spin multiplicity   1


# 5
The ion C4H5N2O5 with charge -1 in a non-equilibrium geometry, computed with ωB97M-V/def2-TZVPD.

Structure (XYZ):
```
16
Properties=species:S:1:pos:R:3:forces:R:3:nbo_charge:R:1
C 3.0814 0.7127 -0.1653 -0.8 4.1 -1.1 0.79
C 0.6329 0.3685 0.1099 -0.6 0.1 0.7 0.84
C 1.8340 0.0169 -0.7409 0.3 2.6 -0.8 -0.33
C -1.7456 0.5375 -0.1595 1.0 -1.6 2.3 -0.29
N 3.8651 -1.3806 0.1959 -0.5 -1.7 -0.7 -0.54
N 1.8653 -1.3805 -0.7913 -0.8 -3.1 1.5 0.09
O 0.9361 -1.8164 0.0011 1.5 -0.2 -1.4 -0.51
O 3.2603 1.9506 -0.2410 -0.9 -2.2 -0.3 -0.66
O 0.5817 0.5987 1.2908 0.0 0.3 -0.6 -0.60
O 3.9148 0.0046 0.4578 1.5 -1.0 1.8 -0.36
O -0.4241 0.3801 -0.7438 -1.7 0.7 -0.3 -0.54
H 1.5795 0.4013 -1.7803 0.8 -0.3 1.1 0.25
H -1.5083 0.6704 0.9398 -0.7 0.3 -1.1 0.22
H -2.2934 -0.4513 -0.1889 0.6 1.1 -0.5 0.18
H -2.3470 1.3631 -0.5453 0.5 -0.1 -0.3 0.18
H 3.7898 -1.8725 1.1182 -0.3 1.1 -0.5 0.29
```
Forces are in eV/Å.

Output
DFT total energy   -640.99671 Eh
Maximum force   4.3 eV/Å
SMILES string   COC(=O)[C@H](N=O)C(=O)O[NH-]
Energy relative to the best compared isomer or geometry (same formula, charge and spin)   7.920 eV
LUMO level (spin up / spin down)   3.4 / 3.4 eV
Highest occupied orbital energy (spin up / spin down)   -3.5 / -3.4 eV
Spin multiplicity   1
Total charge   -1


# 6
The molecule C3H4FNOS2 in a non-equilibrium geometry, computed with ωB97M-V/def2-TZVPD.

Structure (XYZ):
```
12
Properties=species:S:1:pos:R:3:forces:R:3:nbo_charge:R:1
C 1.4596 -0.6912 0.1849 2.9 0.1 -0.5 0.03
C 0.5270 -0.1762 -0.8606 0.8 1.4 -1.1 -0.59
C -1.9601 0.1717 0.0684 0.1 -0.2 0.7 0.55
H 2.4007 0.0072 0.1844 -1.7 -1.2 0.3 0.18
H 1.8529 -1.7144 -0.0399 -0.7 0.5 0.5 0.18
H 0.8535 -0.1272 -1.9174 0.7 -0.6 0.8 0.27
H -1.0476 1.3354 1.5373 -0.2 0.0 -3.7 0.44
N -1.1353 1.2814 0.4074 -0.4 0.6 3.2 -0.83
O -3.0729 -0.0514 0.4889 1.6 0.5 -0.6 -0.54
F 0.8352 -0.6426 1.4194 0.4 -0.1 -0.3 -0.36
S 0.2939 1.6144 -0.5329 -2.0 -1.0 0.8 0.44
S -1.0069 -1.0072 -0.9400 -1.7 -0.1 0.0 0.23
```
Forces are in eV/Å.

Output
DFT total energy   -1142.91760 Eh
Maximum force   3.7 eV/Å
SMILES string   O=C1NS[C@@H](CF)S1
Energy relative to the best compared isomer or geometry (same formula, charge and spin)   0.771 eV
LUMO level   0.2 eV
Highest occupied orbital energy   -9.3 eV
Spin multiplicity   1


# 7
A structure of composition C14H13ClN2O3Os in a non-equilibrium geometry, computed with ωB97M-V/def2-TZVPD.

Structure (XYZ):
```
34
Properties=species:S:1:pos:R:3:forces:R:3:lowdin_spin:R:1
Cl -0.5412 -3.0404 -1.0479 0.0 -0.2 0.0 1.08
C 1.6696 -0.4571 1.6140 0.8 0.1 0.3 0.04
C 1.6760 0.8817 1.0913 1.7 0.0 -0.1 0.08
C 2.0507 0.8041 -0.3064 1.0 -0.1 0.3 0.04
H 1.4858 1.7787 1.6437 0.0 0.1 0.3 0.01
C 2.2862 -0.5996 -0.6409 0.3 0.6 0.5 0.04
C 2.0601 -1.3474 0.5654 0.8 0.1 -0.2 0.09
H 2.1769 -2.4254 0.6228 -0.2 0.2 0.1 0.01
H 1.4362 -0.7414 2.6309 0.1 0.0 -0.1 0.00
H 2.1782 1.6181 -1.0069 0.1 0.0 0.2 0.00
C 2.6970 -1.1349 -1.9847 0.1 -0.5 0.7 0.01
Os 0.2155 -0.1968 0.0202 -2.6 -1.7 -1.5 1.12
C -0.5639 0.1380 -1.7208 -1.6 0.1 -2.4 0.10
O -1.0395 0.3514 -2.7537 1.2 -0.4 2.1 0.05
C -1.2958 -0.6597 1.1201 -2.8 -0.8 1.4 0.10
O -2.2095 -0.9332 1.7746 2.0 0.6 -1.2 0.06
H 2.3301 -0.4896 -2.7655 0.0 0.2 -0.4 0.00
H 2.2695 -2.1409 -2.1056 0.3 0.3 -0.1 0.00
H 3.7942 -1.2000 -2.0492 -0.4 0.0 0.0 0.00
N -5.6298 3.9285 -0.2068 0.8 -2.9 -0.7 0.05
C -4.8082 2.8450 -0.3560 0.3 5.8 1.9 0.11
O -5.1958 1.7725 -0.7751 -0.8 -2.2 -0.9 0.75
C -3.3646 3.0597 0.0164 1.3 -1.1 -0.1 0.07
C -2.8153 4.2770 0.4546 -0.2 -0.2 -0.1 0.00
C -1.4552 4.3352 0.7413 0.2 -0.1 0.0 0.01
C -0.6706 3.1915 0.5745 -0.8 -0.1 -0.1 0.00
N -1.1870 2.0165 0.1807 -0.9 1.2 0.0 0.15
C -2.4961 1.9516 -0.1048 0.1 0.6 0.2 0.01
H -6.5971 3.7834 -0.4150 -0.6 0.2 -0.1 0.00
H -5.3554 4.7959 0.2124 0.3 0.1 0.2 0.00
H -3.4265 5.1636 0.5696 0.2 0.1 0.0 0.00
H -0.9586 5.2426 1.0927 -0.4 -0.2 -0.2 0.00
H 0.3978 3.2198 0.7657 -0.2 0.1 -0.1 0.00
H -2.8926 0.9944 -0.4452 0.2 0.1 0.1 0.00
```
Forces are in eV/Å.

Output
DFT total energy   -1426.63401 Eh
Maximum force   6.1 eV/Å
LUMO level (spin up / spin down)   -7.9 / -11.9 eV
Highest occupied orbital energy (spin up / spin down)   -13.3 / -16.2 eV
Spin multiplicity   5
Total charge   +2


# 8
The molecule C3H8N2O2 in a non-equilibrium geometry, computed with ωB97M-V/def2-TZVPD.

Structure (XYZ):
```
15
Properties=species:S:1:pos:R:3:forces:R:3:nbo_charge:R:1
C -1.7940 0.2178 -0.8093 -0.4 -0.1 -0.4 -0.65
C -0.5387 0.8701 -0.2441 -0.4 -0.6 2.3 0.24
O 0.6240 0.3473 -0.8142 1.2 -1.8 1.5 -0.59
H -0.5776 1.9600 -0.3694 0.2 -0.3 -0.1 0.17
H -2.3129 0.9303 -1.4559 -0.1 -0.1 0.1 0.21
H -2.5013 -0.1464 -0.0571 0.2 0.3 0.0 0.22
H -1.5410 -0.6382 -1.4414 0.2 0.1 0.2 0.24
C 1.0226 -0.7731 0.2059 0.4 -1.1 -3.7 0.91
N -0.3454 0.5689 1.2133 -0.9 1.2 -1.3 -0.88
N 2.3935 -0.7495 0.2403 0.0 0.6 0.2 -0.85
O 0.3807 -1.7755 0.4411 0.2 1.2 0.0 -0.64
H 2.8309 -1.6600 0.2110 -0.2 0.1 0.3 0.40
H 0.3460 1.1681 1.6556 -0.7 -0.6 0.5 0.40
H -0.8270 -0.2551 1.5770 0.6 1.0 0.3 0.42
H 2.8401 -0.0647 -0.3530 -0.2 0.0 0.2 0.40
```
Forces are in eV/Å.

Output
DFT total energy   -379.06870 Eh
Maximum force   3.9 eV/Å
SMILES string   C[C@@H](N)OC(N)=O
Energy relative to the best compared isomer or geometry (same formula, charge and spin)   1.968 eV
LUMO level   0.9 eV
Highest occupied orbital energy   -9.2 eV
Spin multiplicity   1